Record 1
{
  "formula": "C6H11IN",
  "method": "wB97M-V/def2-TZVPD",
  "symbols": ["H", "H", "H", "C", "C", "H", "H", "C", "H", "H", "H", "C", "H", "C", "H", "C", "H", "I", "N"],
  "xyz": [[-0.24333, 2.76502, 1.05260], [1.84002, -0.91689, -0.56007], [-0.80775, 0.09310, 1.83639], [-0.62746, 0.98184, -0.16453], [-0.67042, -2.60871, 0.72545], [0.39218, 1.91335, -1.77597], [-1.48323, 0.59032, -0.79959], [0.91724, -1.52573, -0.93281], [-1.60022, 2.99476, -0.08395], [0.44841, -0.93778, -1.80513], [1.26486, -2.45415, -1.15396], [-0.64615, 2.50973, 0.01204], [-0.61407, -3.61416, 0.41226], [-0.22665, 0.09692, 0.91727], [-1.19583, -2.32524, 1.54007], [-0.03717, -1.62730, 0.12103], [1.25776, 1.85587, -0.37600], [1.69184, 0.36916, 1.82283], [0.33996, 1.83988, -0.78793]],
  "multiplicity": 3,
  "relative_energy_kcal_mol": 81.7,
  "total_charge": 1,
  "e_tot_ha": -587.11460,
  "s2": 2.01
}

Record 2
{
  "formula": "C6H11N",
  "method": "wB97M-V/def2-TZVPD",
  "symbols": ["H", "H", "H", "C", "H", "H", "H", "C", "C", "H", "N", "H", "C", "H", "C", "C", "H", "H"],
  "xyz": [[-1.05236, -1.14115, 1.95034], [2.47588, -0.40123, -0.30307], [1.92237, 1.59035, -0.36640], [-1.18449, 1.37375, 0.64808], [-2.01737, 0.69221, 0.49709], [-0.93609, 1.43398, 1.70668], [-0.76956, -2.25949, -0.82086], [1.65071, -0.76579, -0.93082], [0.37266, -0.44898, -0.17806], [0.81039, 2.76912, -0.20710], [0.96076, 1.82064, -0.47888], [-2.16671, -2.41661, 1.18268], [-1.29439, -1.78307, 1.11111], [1.85218, -0.25325, -1.88176], [-0.68071, -1.49665, -0.04904], [0.00295, 0.87869, -0.12478], [-1.58801, 2.32851, 0.30546], [1.61612, -1.81973, -1.20509]],
  "smiles": "C=C/C(C)=C(\\C)N",
  "multiplicity": 1,
  "relative_energy_kcal_mol": 36.9,
  "total_charge": 0,
  "e_tot_ha": -289.91291
}

Record 3
{
  "formula": "C6H11N",
  "method": "wB97M-V/def2-TZVPD",
  "symbols": ["N", "H", "H", "H", "C", "H", "H", "H", "C", "H", "C", "C", "H", "C", "C", "H", "H", "H"],
  "xyz": [[-1.66867, -1.63915, -1.77939], [-0.35212, -2.52922, 0.32696], [0.59422, 3.50246, 0.19245], [2.09615, 0.98151, -0.07785], [1.33043, 0.62203, 0.59796], [0.89472, -1.00602, 1.91370], [-0.46536, 2.28567, -0.48023], [1.85936, -1.46891, 0.56202], [-0.11782, -1.51561, 0.06620], [-1.75921, -2.57640, -2.12170], [-0.09559, 2.69987, 0.46436], [0.55584, 1.56940, 1.24163], [-1.02188, 3.08217, 0.89734], [-0.63246, -1.02972, -1.08665], [0.99596, -0.81877, 0.82516], [-2.35816, -1.03467, -2.19017], [0.21998, 1.30891, 2.25261], [-0.35664, 0.02390, -1.26706]],
  "smiles": "C/C=C/C/C=C/N",
  "multiplicity": 1,
  "relative_energy_kcal_mol": 67.4,
  "total_charge": 0,
  "e_tot_ha": -289.86423
}

Record 4
{
  "formula": "C6H11N",
  "method": "wB97M-V/def2-TZVPD",
  "symbols": ["H", "C", "H", "H", "C", "C", "H", "H", "H", "H", "H", "C", "C", "C", "H", "N", "H", "H"],
  "xyz": [[-0.04425, 1.63456, -1.81353], [-0.86222, -0.93270, 0.34826], [0.04043, 1.91682, 0.01022], [0.52080, -0.17332, 2.92798], [1.21909, -0.71469, -1.18039], [-0.52529, 0.16247, 2.76624], [1.84729, 0.83635, -2.33770], [-1.85754, -1.13551, -0.10284], [-1.43783, 1.27727, -0.97402], [-0.52588, -2.02286, 0.35855], [-2.27566, -0.07039, 1.70639], [-0.35109, 1.21569, -0.78531], [0.06827, -0.17070, -0.54841], [-1.22414, -0.27686, 1.69346], [1.93607, -1.50167, -0.64815], [1.78303, -0.23798, -2.37087], [2.65716, -0.55068, -2.60448], [-0.96825, 0.74420, 3.55460]],
  "smiles": "C=CC/C(C)=C/N",
  "multiplicity": 1,
  "relative_energy_kcal_mol": 65.9,
  "total_charge": 0,
  "e_tot_ha": -289.86674
}

Record 5
{
  "formula": "C6H11N",
  "method": "wB97M-V/def2-TZVPD",
  "symbols": ["H", "H", "H", "H", "C", "C", "C", "C", "H", "H", "C", "C", "N", "H", "H", "H", "H", "H"],
  "xyz": [[-0.82200, 1.84519, -0.73230], [-0.01440, -0.08852, -2.42319], [0.90614, -1.42746, -1.71482], [3.35984, -1.04326, 0.93755], [-2.22090, 0.49959, 0.21079], [0.05734, -0.75392, -1.55709], [2.82786, -0.07823, 1.02967], [-0.82457, 1.08689, 0.05864], [-2.93839, 1.28721, 0.46079], [-2.25593, -0.25290, 1.00663], [0.28294, 0.08881, -0.30067], [0.63102, -0.77568, 0.84447], [0.85592, -1.48153, 1.74376], [-0.85061, -1.36054, -1.50238], [2.88954, 0.16450, 2.10475], [-0.53148, 1.60420, 0.98069], [-2.55856, 0.03079, -0.71887], [1.20625, 0.65485, -0.42845]],
  "multiplicity": 1,
  "relative_energy_kcal_mol": 106.4,
  "total_charge": 0,
  "e_tot_ha": -289.80216
}

Record 6
{
  "formula": "C6H11N",
  "method": "wB97M-V/def2-TZVPD",
  "symbols": ["C", "H", "C", "N", "C", "H", "H", "H", "H", "H", "H", "H", "H", "C", "H", "C", "C", "H"],
  "xyz": [[1.71333, 0.33928, -0.84382], [1.48881, -0.39247, -1.62121], [0.77540, 0.49070, 0.08463], [-0.38106, -1.63309, 0.00811], [-1.59788, 0.39560, 0.63130], [-2.83469, -1.36092, 0.78716], [-3.30159, -0.18310, 1.89527], [0.57710, -1.93402, 0.00967], [-3.68043, 0.11508, 0.21578], [3.60750, 0.99888, -0.03960], [2.79402, 2.19322, -0.93017], [-0.97561, -2.24996, 0.53814], [0.89421, 1.30955, 0.79872], [-0.49343, -0.25581, 0.24208], [3.56546, 0.86072, -1.81373], [2.98723, 1.11082, -0.92617], [-2.91018, -0.27764, 0.87435], [-1.50557, 1.47416, 0.69181]],
  "smiles": "C/C=C(N)/C=C/C",
  "multiplicity": 1,
  "relative_energy_kcal_mol": 25.0,
  "total_charge": 0,
  "e_tot_ha": -289.93180
}

Record 7
{
  "formula": "C6H11N",
  "method": "wB97M-V/def2-TZVPD",
  "symbols": ["H", "H", "C", "H", "H", "H", "H", "H", "H", "C", "C", "H", "C", "H", "C", "N", "C", "H"],
  "xyz": [[-1.00789, -0.85995, -1.52019], [-1.07850, -2.14767, -0.43195], [-0.73468, 1.43838, -0.62988], [2.27250, -0.93359, 0.97983], [0.45522, 2.90678, -1.87706], [-1.17628, 2.30006, -2.57207], [0.03911, -2.79002, 1.89933], [1.53368, -2.34373, 2.66551], [-1.12220, 3.40698, -1.32290], [0.30108, -0.77147, -0.00249], [0.69352, -1.99655, 2.19380], [1.20410, 1.23987, 0.02969], [-0.59923, 2.56321, -1.63933], [0.11826, -1.35136, 2.78694], [0.29807, 0.69014, -0.19733], [-0.43950, -1.54308, -0.94041], [1.16425, -1.22591, 0.98635], [-1.92153, 1.41792, -0.40784]],
  "smiles": "C/C=C(N)/C=C/C",
  "multiplicity": 1,
  "relative_energy_kcal_mol": 102.6,
  "total_charge": 0,
  "e_tot_ha": -289.80815
}

Record 8
{
  "formula": "C6H11N",
  "method": "wB97M-V/def2-TZVPD",
  "symbols": ["C", "N", "H", "H", "C", "C", "C", "C", "H", "C", "H", "H", "H", "H", "H", "H", "H", "H"],
  "xyz": [[1.03086, 1.81711, -0.16241], [2.41497, -1.29464, -0.78030], [-1.81527, -0.79946, -1.61125], [-2.19938, -1.65430, -0.11333], [1.56628, -0.50704, -0.76553], [-1.38637, -1.19469, -0.68337], [0.48043, 0.48766, -0.69206], [-0.70765, -0.08576, 0.12343], [-0.49108, 0.20809, 2.29342], [-0.30320, -0.55789, 1.53455], [-0.87459, -1.44784, 1.81785], [-0.67421, -1.98509, -0.94880], [0.12922, 0.64468, -1.72156], [0.23022, 2.56321, -0.13194], [0.75571, -0.83493, 1.59088], [1.82296, 2.19493, -0.81631], [-1.42351, 0.74214, 0.22228], [1.44463, 1.70385, 0.84445]],
  "smiles": "CC(C)[C@@H](C)C#N",
  "multiplicity": 1,
  "relative_energy_kcal_mol": 2.2,
  "total_charge": 0,
  "e_tot_ha": -289.96820
}

Record 9
{
  "formula": "C6H11N",
  "method": "wB97M-V/def2-TZVPD",
  "symbols": ["C", "H", "H", "H", "H", "C", "H", "H", "C", "H", "H", "N", "C", "C", "H", "H", "H", "C"],
  "xyz": [[0.84593, -0.32528, 0.53540], [1.42909, 0.57249, 0.75595], [-0.56873, 0.24007, 2.18967], [-0.46802, -0.65569, -2.74443], [0.12820, 2.47266, -0.65359], [-0.47715, -0.25512, 1.22326], [0.83986, -1.83768, -2.19941], [1.04823, -2.48475, 0.69760], [0.23647, -0.96472, -1.97599], [-0.53391, 2.60450, 0.84713], [2.49610, -1.55152, 1.37870], [-0.71389, 2.33917, -0.11105], [1.50546, -1.53523, 0.94349], [0.33515, -0.26512, -0.86635], [-1.10377, -1.13282, 1.10438], [-1.59521, 0.82631, -1.25436], [-2.15328, 0.92829, 0.36919], [-1.25052, 1.02445, -0.23959]],
  "multiplicity": 1,
  "relative_energy_kcal_mol": 167.6,
  "total_charge": 0,
  "e_tot_ha": -289.70459
}

Record 10
{
  "formula": "C6H11N",
  "method": "wB97M-V/def2-TZVPD",
  "symbols": ["N", "C", "H", "H", "C", "H", "H", "H", "H", "C", "H", "C", "H", "H", "H", "C", "C", "H"],
  "xyz": [[1.76359, -0.45941, -2.54655], [0.48297, -0.58733, -1.98705], [1.71018, 1.33962, 0.03430], [2.33765, 0.17519, -2.00705], [-2.26448, 0.33087, 2.17208], [-2.38560, -0.24053, 3.13240], [2.65420, -0.07644, -0.18261], [-3.21320, 0.03281, 1.72776], [1.76155, -0.13799, -3.47483], [-1.12916, -0.24734, 1.30293], [1.64860, -0.15227, 1.39770], [0.39197, -0.30860, -0.56805], [-1.53632, 0.61604, -0.72989], [-0.37319, -0.84414, -2.71018], [-0.35161, -0.93179, 1.87894], [1.62613, 0.14455, 0.25685], [-0.97953, -0.01861, -0.01945], [-2.14377, 1.36536, 2.32269]],
  "smiles": "C/C=C/C(C)=C/N",
  "multiplicity": 1,
  "relative_energy_kcal_mol": 68.1,
  "total_charge": 0,
  "e_tot_ha": -289.86313
}

Q: Number 6 is which compound?
A: C6H11N